No. 1
Here is C41H40BeCaF7IKN3O19PS4 as an isolated structure from the Open Molecules 2025 dataset. Energies are from ωB97M-V/def2-TZVPD.

As for the total charge: +1. The value obtained for the frontier orbital gap is 0.09628 hartree. As for the electronic energy: -7402.5885 Eh.

Cartesian coordinates (Å):
I (-2.00504, -1.51510, 1.27051)
Ca (-0.09389, -0.02268, -0.71337)
K (0.90321, 5.55439, -0.71290)
S (-6.11711, 0.80307, -0.60093)
S (0.04572, -8.49652, -1.72379)
S (1.26120, -7.18400, -3.64579)
S (-8.82311, -2.45348, 1.69073)
P (-5.02672, 1.62994, -1.91976)
F (0.53398, -8.94232, -0.27905)
F (0.96147, -8.47600, -4.50406)
F (-8.10110, 0.10107, 1.46808)
F (7.69432, -7.64735, 2.16373)
F (8.95480, -2.70165, 0.63397)
F (-10.05379, -0.18425, 2.34488)
F (-8.29479, -0.57461, 3.51470)
O (-9.40797, -2.36244, 0.37365)
O (-9.61870, -3.14634, 2.66725)
O (2.88178, 0.83321, -2.35820)
O (2.07722, -0.84061, -1.06121)
O (-2.06124, 3.66003, -0.16764)
O (-7.40812, -2.80151, 1.69892)
O (-4.72430, 3.16482, -1.43655)
O (2.52418, -6.77606, -4.17194)
O (2.95408, -2.33035, -2.49859)
O (-5.73710, 1.79359, -3.37447)
O (0.10782, -3.33756, -4.07023)
O (-3.52821, 3.87331, -3.64551)
O (0.58796, 2.86423, -4.44313)
O (-0.19343, -9.74717, -2.35676)
O (-1.09541, -7.68681, -1.41860)
O (0.14440, -6.33090, -3.95795)
O (-0.30254, 8.63703, 8.31421)
O (1.39245, 7.62019, 3.34920)
O (7.51993, -4.40420, -3.69356)
N (-1.24081, 3.79928, -3.30455)
N (6.61733, -4.68001, 0.47181)
N (1.35429, -7.71828, -2.17948)
C (-2.42083, 1.79076, -2.83394)
C (-0.70698, 7.52699, 6.28395)
C (-0.27861, 7.28307, 4.97848)
C (-2.21359, 5.90340, 4.60834)
C (2.98776, -1.92689, -1.39184)
C (0.91047, -0.10851, -3.37977)
C (-4.67054, -2.80232, 0.74103)
C (2.03770, 0.02647, -2.22989)
C (1.75024, 8.79155, 5.35797)
C (-0.38470, 2.75709, -3.78572)
C (-1.59487, -0.79795, -2.31877)
C (-1.14322, -2.97222, -3.55765)
C (-8.82362, -0.70700, 2.28376)
C (6.43774, -3.61085, -4.16691)
C (-1.87557, 6.93874, 6.75272)
C (3.15786, 10.55922, 6.97285)
C (8.25712, -6.94507, 0.04313)
C (8.62673, -5.96025, 0.97281)
C (-2.01331, -4.22378, -3.39700)
C (3.90894, -2.56897, -0.38485)
C (3.61950, 10.26415, 5.69409)
C (2.00258, 9.96204, 7.45099)
C (0.98907, 7.87696, 4.47344)
C (7.09094, -6.80595, -0.63933)
C (-3.34818, 0.91717, -2.23142)
C (1.29772, 9.07364, 6.64991)
C (-3.93220, -1.51001, 0.28165)
C (-0.99256, -2.26370, -2.14497)
C (-1.93366, 4.53766, -0.96376)
C (-0.60236, 0.23553, -2.95071)
C (0.06785, 8.42934, 7.18047)
C (-1.04082, 6.47408, 4.14298)
C (7.73718, -4.82829, 1.14598)
C (2.91803, 9.38316, 4.88848)
C (6.30441, -5.64919, -0.40198)
C (-2.62646, 6.12870, 5.91762)
C (-2.59666, 3.24968, -3.29297)
C (-1.05935, 1.49939, -3.18348)
C (-2.91621, -0.43324, -1.95466)
C (-0.81583, 4.46791, -2.08566)
C (-3.89194, -1.43064, -1.29386)
Be (-4.91855, -4.84911, -1.12092)
H (-3.57041, -2.43028, -1.64303)
H (-4.90649, -1.30450, -1.69846)
H (-5.41746, 1.11184, -3.98539)
H (-1.75716, -5.00991, -4.11740)
H (-2.59419, 5.42833, -0.86956)
H (-4.48701, -0.68710, 0.74781)
H (-1.54144, -2.88158, -1.43314)
H (7.97187, -4.03993, 1.85346)
H (-4.00241, -3.66418, 0.83708)
H (6.77175, -2.58418, -4.34143)
H (-5.08393, -2.56923, 1.73561)
H (-0.71920, 6.29335, 3.12543)
H (4.86307, -2.83141, -0.85896)
H (-1.67998, -2.27846, -4.23252)
H (3.70257, 11.25518, 7.59746)
H (1.64840, 10.19145, 8.44715)
H (4.16616, -1.91847, 0.46482)
H (-1.93265, -4.68199, -2.39829)
H (4.52606, 10.72660, 5.32566)
H (3.27704, 9.15946, 3.89307)
H (0.98308, -1.13755, -3.78038)
H (-3.08248, -3.99139, -3.54947)
H (-2.80903, 5.27959, 3.95296)
H (8.88695, -7.80951, -0.10726)
H (-2.20091, 7.11733, 7.76895)
H (3.49919, -3.49073, 0.05500)
H (5.61843, -3.61338, -3.43985)
H (-5.54573, -2.97996, 0.10356)
H (6.08382, -4.03595, -5.10241)
H (0.08665, 3.94946, -1.62078)
H (7.82126, -4.01263, -2.86684)
H (1.17968, 0.56379, -4.20287)
H (-5.58976, 3.60796, -1.40765)
H (5.37269, -5.50037, -0.93784)
H (0.12381, -4.27862, -4.32855)
H (0.09922, -2.23969, -1.95460)
H (6.76407, -7.55479, -1.34588)
H (-0.51412, 5.54467, -2.34404)
H (-3.53853, 5.67528, 6.28349)
H (9.54309, -6.03526, 1.54094)

Forces on atoms 1 to 2 (eV/Å):
I 0.3 0.4 0.0
Ca 0.3 -0.5 3.2



No. 2
Here is C3H6LiO5Yb as an isolated structure from the Open Molecules 2025 dataset. Energies are from ωB97M-V/def2-TZVPD.

As for the total charge: +1. The spin multiplicity is 3. The expectation value of S² is 2.019. The value obtained for the frontier orbital gap (alpha / beta) is 0.25819 / 0.17148 hartree. As for the electronic energy: -1660.0110 Eh. The calculation puts the energy above the lowest of the compared OMol25 structures with the same formula, charge and spin at 0.0 kJ/mol.

Cartesian coordinates (Å):
Yb (4.53357, -0.55721, -0.97875)
O (2.42302, -1.17953, -1.48466)
O (-0.82886, -0.16400, -0.27331)
O (-0.90522, 1.93745, 0.85980)
O (-2.80949, 0.76866, 0.37907)
O (-1.31347, 0.02705, 1.93167)
C (-1.45138, 0.77327, 0.70420)
C (0.58137, -0.14974, -0.33108)
C (1.04886, -1.12297, -1.40572)
Li (-0.25417, 1.55675, 2.55761)
H (-2.96938, 1.56372, -0.13938)
H (0.59676, -0.80427, -2.36770)
H (1.00763, -0.44889, 0.64505)
H (-1.23277, -0.94447, 1.63492)
H (0.95985, 0.86216, -0.55241)
H (0.61368, -2.11799, -1.17934)

Forces on atoms 1 to 2 (eV/Å):
Yb -1.1 -0.4 -0.3
O 0.7 0.2 0.0



No. 3
Here is a 6-piece molecular cluster, C40H42N3O23PS overall from the Open Molecules 2025 dataset. Energies are from ωB97M-V/def2-TZVPD.

As for the total charge: 0. Its SMILES is CCC[C@@H](C)[C@@]1(CC(N)(N)N)OC(=O)O[C@H]1[PH2]=S.O=C1C=C(O)C(=O)C=C1O.O=C1C=C(O)C(=O)C=C1O.O=C1C=C(O)C(=O)C=C1O.O=C1C=C(O)C(=O)C=C1O.O=C1C=C(O)C(=O)C=C1O. The value obtained for the frontier orbital gap is 0.24641 hartree. As for the electronic energy: -4183.7437 Eh. The calculation puts the energy above the lowest of the compared OMol25 structures with the same formula, charge and spin at 47.4 kJ/mol.

Cartesian coordinates (Å):
S (-8.46655, -3.24984, -1.14835)
P (-6.71279, -4.09773, -1.04229)
O (4.19323, -1.85397, 4.42960)
O (-0.75083, 4.12995, 5.51840)
O (8.17221, 0.62926, 4.25601)
O (-6.65652, -5.59277, -3.26243)
O (2.92447, 0.34347, 3.71817)
O (3.87853, 4.91424, -4.60470)
O (-6.34524, -6.57516, -5.27799)
O (7.21839, 4.88791, -3.63565)
O (8.67714, 5.79172, -1.64291)
O (2.04983, 9.64961, -3.13728)
O (4.52184, 2.75960, -0.43143)
O (0.73125, -2.25098, 5.28152)
O (4.27420, 9.58956, -4.54261)
O (1.60658, 4.97701, -3.26513)
O (0.02486, -0.60425, 0.94744)
O (-3.12587, 5.20281, 5.14550)
O (-1.36921, 1.06087, 2.01913)
O (-1.45818, -2.73764, 0.49694)
O (-0.68170, -4.42033, 4.80487)
O (-3.70908, 2.18319, 1.59592)
O (-4.75151, -5.31072, -4.35955)
O (6.90195, 2.83918, 3.63225)
O (5.93286, 3.72803, 1.56262)
N (-4.86482, -1.17532, -2.72801)
N (-3.60779, -2.55684, -1.21307)
N (-2.53783, -1.30549, -2.91375)
C (-2.81931, -6.48176, -3.22207)
C (-4.53037, -6.40249, 1.40408)
C (6.17579, 1.74935, 3.79430)
C (6.24827, -0.72714, 4.38159)
C (6.31479, 4.04424, 0.33199)
C (-1.39958, 3.63634, 4.61476)
C (5.78894, 3.77730, -2.13991)
C (2.20068, 6.13411, -3.52751)
C (6.85035, 4.55286, -2.40665)
C (-3.76600, -2.10180, -2.59628)
C (-0.56746, -3.53688, 3.82665)
C (-2.76594, 4.21201, 4.34049)
C (-3.07541, 2.65974, 2.52076)
C (6.96493, 0.51361, 4.16154)
C (2.41839, 8.53678, -3.46433)
C (3.48794, 6.02785, -4.30449)
C (-1.14026, -3.69596, 2.62352)
C (-3.53963, -5.48099, -2.29656)
C (4.13093, 0.46687, 3.84690)
C (-1.72119, 2.06832, 2.81093)
C (1.70594, 7.31649, -3.13541)
C (-4.53909, -4.56302, -3.08204)
C (5.45853, 3.46452, -0.76452)
C (4.18905, 7.24806, -4.65212)
C (-3.88292, -5.63207, 0.25421)
C (-0.11035, -1.47813, 1.93241)
C (-6.03306, -4.44452, -2.72864)
C (4.83915, 1.71229, 3.64991)
C (-0.93800, 2.53149, 3.79455)
C (-3.87670, -3.27279, -3.59232)
C (-4.12582, -6.28607, -1.11271)
C (-5.95196, -5.89645, -4.39144)
C (4.91592, -0.75801, 4.23825)
C (7.37861, 4.81616, 0.06673)
C (0.45669, -1.31363, 3.13772)
C (-0.95851, -2.68049, 1.61148)
C (-3.54678, 3.74850, 3.35403)
C (3.69267, 8.43091, -4.26271)
C (7.72329, 5.11211, -1.31106)
C (0.26034, -2.31900, 4.15879)
H (-0.17587, -4.05784, 5.55957)
H (-6.35272, -3.53901, -3.26025)
H (-3.59292, -1.70451, -0.65664)
H (-4.27954, -5.90601, 2.34680)
H (-2.37283, -5.99555, -4.09054)
H (3.26158, -1.60379, 4.27272)
H (-5.02361, -0.64160, -1.88465)
H (-2.37877, 5.33628, 5.76137)
H (6.82237, -1.59922, 4.66046)
H (-1.71998, -1.83677, -2.62678)
H (-5.61964, -6.43397, 1.35232)
H (-4.52670, 4.15528, 3.14830)
H (-3.57495, -7.22899, -1.07340)
H (-4.48492, -2.93892, -4.43758)
H (-2.90587, -3.56773, -3.98917)
H (-3.47281, -7.29933, -3.51957)
H (5.10297, 7.15941, -5.22235)
H (-2.79814, -5.66761, 0.41444)
H (-1.73892, -4.56105, 2.37379)
H (8.01426, 5.44673, -3.53425)
H (-0.47889, -0.96815, 0.19338)
H (-2.68491, -2.95012, -1.06272)
H (0.78518, 7.40439, -2.57641)
H (-4.10632, -7.40723, 1.45597)
H (3.70929, 10.27948, -4.14200)
H (8.00081, 5.23625, 0.84430)
H (5.14093, 3.16449, 1.44627)
H (4.25224, 2.58390, 3.39492)
H (-6.85626, -5.35748, -0.44476)
H (-5.72040, -1.60268, -3.05291)
H (-2.11792, 0.94707, 1.39969)
H (2.17335, 4.28473, -3.65749)
H (7.82309, 2.55847, 3.81537)
H (5.15675, 3.36999, -2.91616)
H (-5.80545, -3.34309, -0.30309)
H (-1.98102, -6.87714, -2.64171)
H (1.06252, -0.45084, 3.38802)
H (-2.47081, -1.20919, -3.92402)
H (0.03727, 2.11531, 4.00867)
H (-4.16103, -4.57818, 0.26398)
H (-2.73740, -4.85655, -1.89626)
H (-5.18627, -6.50331, -1.25570)

Forces on atoms 1 to 2 (eV/Å):
S 0.2 0.1 -0.1
P -1.6 0.1 0.0



No. 4
Here is C6H5NO as an isolated structure from the Open Molecules 2025 dataset. Energies are from ωB97M-V/def2-TZVPD.

As for the total charge: 0. The value obtained for the frontier orbital gap is 0.36650 hartree. As for the electronic energy: -361.3892 Eh. The calculation puts the energy above the lowest of the compared OMol25 structures with the same formula, charge and spin at 511.9 kJ/mol.

Cartesian coordinates (Å):
O (-2.21717, -0.23487, -0.51971)
N (1.61824, 2.16773, 0.03683)
C (-0.81153, -0.46285, 1.49709)
C (1.69714, -2.07120, -0.35792)
C (-1.19357, 0.35988, -0.94158)
C (0.00042, 0.14815, 0.10523)
C (0.64219, 1.43567, 0.21605)
C (0.97683, -1.02232, -0.30098)
H (-1.20568, -1.49202, 1.09772)
H (-0.08349, -0.82290, 2.39426)
H (2.46430, -2.86061, -0.77530)
H (-0.98061, 1.34874, -1.90792)
H (-1.65369, 0.20753, 1.78374)

Forces on atoms 1 to 2 (eV/Å):
O 2.9 3.1 -4.1
N -6.6 -3.9 1.4



Max |F| across the listed records, respectively: 3.718, 2.452, 1.819, 9.043 eV/Å.